No. 1
C19H25IrN2 as an isolated structure, computed with ωB97M-V with the def2-TZVPD basis set.

XYZ file:
```
47
Properties=species:S:1:pos:R:3:forces:R:3:lowdin_charge:R:1
C 2.483 -3.814 0.337 -0.36 0.39 0.02 -0.412
C 1.286 -4.664 0.438 -0.47 -0.26 0.07 -0.087
C 3.205 -3.742 -0.938 0.31 0.00 -0.55 -0.091
C 3.135 -3.362 1.575 0.26 0.13 0.49 -0.096
H 3.876 -4.610 -1.065 -0.04 0.14 -0.10 0.099
H 3.836 -2.846 -1.003 0.01 -0.21 -0.04 0.066
H 2.514 -3.751 -1.793 0.18 -0.05 0.09 0.069
H 1.559 -5.722 0.599 -0.15 0.10 -0.03 0.097
H 0.683 -4.622 -0.479 0.06 -0.10 0.13 0.072
H 0.657 -4.363 1.288 0.07 -0.14 -0.15 0.079
H 3.818 -4.131 1.976 -0.05 0.13 0.02 0.099
H 2.393 -3.161 2.359 0.19 -0.06 -0.04 0.075
H 3.736 -2.459 1.416 0.01 -0.12 0.08 0.073
C -1.253 0.472 -1.998 -1.13 -0.01 -0.76 -0.175
C -0.136 -0.177 -2.623 -0.47 0.19 -0.07 -0.187
C 0.038 -1.466 -1.988 -0.88 -0.81 -0.06 -0.192
H 0.465 0.227 -3.437 -0.26 -0.18 0.27 0.128
C -0.971 -1.591 -0.965 -0.04 -0.82 -0.58 -0.176
C -1.733 -0.368 -0.940 0.03 -0.02 -1.16 -0.173
H -2.520 -0.118 -0.236 0.26 -0.09 -0.28 0.089
H -1.652 1.453 -2.235 0.14 -0.27 -0.04 0.116
H 0.809 -2.198 -2.222 -0.35 0.20 0.03 0.107
H -1.118 -2.441 -0.304 0.11 0.24 -0.24 0.108
C 1.113 1.051 1.371 0.57 0.32 -0.51 -0.156
C 1.456 1.896 0.267 0.76 0.96 0.63 -0.187
C 2.273 1.146 -0.641 0.21 0.46 0.31 -0.196
H 1.116 2.914 0.129 0.17 -0.13 0.02 0.111
C 2.475 -0.164 -0.064 0.60 -0.17 0.90 -0.198
C 1.748 -0.219 1.183 1.15 -0.32 0.38 -0.171
H 1.681 -1.079 1.848 0.08 0.41 -0.28 0.103
H 0.468 1.351 2.191 0.20 -0.28 -0.21 0.087
H 2.665 1.511 -1.588 -0.02 -0.13 0.37 0.127
H 3.055 -0.973 -0.501 -0.17 0.29 0.21 0.095
Ir 0.417 0.088 -0.557 -0.97 0.08 0.98 1.492
N -1.504 2.476 2.503 -1.20 -0.32 0.22 0.179
C -2.192 1.323 2.793 1.09 -0.88 -1.73 -0.358
C -3.007 1.229 3.952 0.74 2.32 0.74 -0.014
C -3.719 0.057 4.186 -1.52 -3.24 -0.05 -0.097
C -3.600 -0.995 3.276 -1.01 1.44 2.80 -0.031
C -2.733 -0.824 2.195 0.33 -1.83 -1.78 -0.184
N -2.025 0.284 1.963 1.28 2.87 -0.30 0.041
H -1.353 2.678 1.516 0.15 -0.30 0.37 0.118
H -1.730 3.289 3.068 0.07 -0.19 -0.12 0.121
H -3.020 2.096 4.609 -0.20 -0.31 0.01 0.112
H -4.348 -0.062 5.067 0.18 0.15 -0.26 0.107
H -4.108 -1.952 3.401 0.03 0.38 0.10 0.122
H -2.632 -1.626 1.466 0.04 0.09 0.12 0.087
```
Forces are in eV/Å.

As for the electronic energy: -952.2830 a.u. The value obtained for the gap between HOMO and LUMO (alpha / beta) is 0.178 / 0.229 Ha. The value obtained for the LUMO energy (alpha / beta) is -2.861 / -6.240 eV. As for the charge: +1. The multiplicity is 6. Its relative energy (zero: lowest compared OMol25 entry of this formula, charge and spin) is 1.273 eV. As for the HOMO energy (alpha / beta): -7.7 / -12.5 eV.

***

No. 2
C11H17Cl2NO2PdSe as an isolated structure, computed with ωB97M-V with the def2-TZVPD basis set.

XYZ file:
```
35
Properties=species:S:1:pos:R:3:forces:R:3:lowdin_charge:R:1
C -1.315 -0.111 0.610 0.68 2.08 -0.54 -0.320
C -1.286 -0.578 -0.763 0.18 0.73 -0.11 -0.257
C -0.564 0.373 -1.537 0.11 0.53 1.12 -0.239
C -1.915 -1.812 -1.284 -0.06 -0.41 0.02 -0.094
C -0.190 1.465 -0.694 -0.70 -1.11 -0.60 -0.237
C -0.631 1.166 0.651 -1.49 -1.64 -0.54 -0.293
C -0.605 2.096 1.796 0.14 0.24 0.23 -0.056
C -2.069 -0.714 1.724 -0.21 -0.27 0.28 -0.080
C -0.263 0.251 -2.981 0.09 -0.13 -0.41 -0.043
C 0.491 2.700 -1.130 0.21 0.39 -0.03 -0.062
Pd 1.016 -0.538 0.569 -0.52 -1.06 -0.45 0.947
Cl 0.652 -4.803 -2.235 -0.18 -0.04 -0.35 -0.859
Cl 0.295 -2.751 0.670 -0.51 -0.96 -0.18 0.117
O 2.191 1.137 0.533 1.02 1.00 -0.49 -0.415
H -2.173 -2.480 -0.457 -0.01 0.11 -0.27 0.049
H -1.218 -2.372 -1.925 -0.14 0.02 0.13 0.040
H -2.824 -1.586 -1.864 0.15 0.06 0.05 0.086
H -0.079 -0.798 -3.248 0.00 0.24 -0.02 0.088
H 0.624 0.841 -3.241 -0.17 -0.15 -0.05 0.071
H -1.107 0.616 -3.585 0.17 -0.07 -0.04 0.080
H 1.306 2.473 -1.828 -0.14 0.08 0.21 0.079
H 0.910 3.234 -0.272 0.01 -0.16 -0.25 0.066
H -0.215 3.370 -1.645 0.04 -0.08 0.01 0.083
H 0.316 2.690 1.785 -0.10 -0.15 0.11 0.075
H -0.669 1.546 2.740 0.11 0.12 -0.13 0.068
H -1.459 2.785 1.732 0.08 -0.01 0.07 0.083
H -1.982 -1.805 1.685 -0.04 0.21 0.11 0.041
H -3.128 -0.430 1.650 0.06 -0.06 0.09 0.083
H -1.669 -0.362 2.680 -0.06 -0.16 -0.10 0.068
H 2.982 0.810 0.070 -0.29 0.17 0.48 -0.036
O 1.011 -0.464 2.532 0.13 1.34 1.96 -0.364
H 1.738 0.178 2.677 -0.29 -0.51 -0.04 -0.007
Se 5.229 -2.599 2.245 0.69 -0.37 0.45 0.323
C 3.766 -2.005 1.445 -2.61 1.66 -1.71 -0.956
N 2.835 -1.523 0.893 3.67 -1.64 0.97 -0.128
```
Forces are in eV/Å.

As for the electronic energy: -4084.1667 a.u. The value obtained for the gap between HOMO and LUMO (alpha / beta) is 0.225 / 0.160 Ha. The value obtained for the LUMO energy (alpha / beta) is 4.832 / 3.139 eV. As for the charge: -2. The multiplicity is 5. Its relative energy (zero: lowest compared OMol25 entry of this formula, charge and spin) is 0.979 eV. As for the HOMO energy (alpha / beta): -1.3 / -1.2 eV.

***

No. 3
One molecule with the formula C3H3FN2O, computed with ωB97M-V with the def2-TZVPD basis set.

XYZ file:
```
10
Properties=species:S:1:pos:R:3:forces:R:3:lowdin_charge:R:1
O 2.671 1.274 -0.633 1.15 1.21 -0.36 0.085
N 1.935 0.655 0.068 -0.93 -1.56 -0.87 -0.315
N 1.485 0.436 1.188 0.75 0.47 1.92 0.213
C 0.918 -0.361 0.080 -0.31 -0.15 -0.52 -0.206
C -0.436 0.024 -0.329 -0.17 0.15 0.07 -0.035
C -1.003 1.045 0.294 -0.31 -0.09 -0.14 -0.140
F -2.226 1.476 -0.024 -0.12 -0.01 -0.05 0.031
H 1.239 -1.388 -0.041 0.08 -0.03 0.10 0.134
H -0.928 -0.519 -1.119 -0.14 0.02 -0.09 0.113
H -0.564 1.610 1.106 0.01 -0.01 -0.07 0.119
```
Forces are in eV/Å.

As for the electronic energy: -400.5611 a.u. The value obtained for the gap between HOMO and LUMO is 0.386 Ha. The value obtained for the LUMO energy is 0.780 eV. As for the SMILES: [O-][N+]1=N[C@H]1/C=C/F. The multiplicity is 1. Its relative energy (zero: lowest compared OMol25 entry of this formula, charge and spin) is 5.065 eV. As for the HOMO energy: -9.7 eV.

***

No. 4
C12H22N3O5PPd as an isolated structure, computed with ωB97M-V with the def2-TZVPD basis set.

XYZ file:
```
44
Properties=species:S:1:pos:R:3:forces:R:3:lowdin_charge:R:1
Pd 0.152 1.792 0.295 -0.05 0.53 -0.40 0.525
C 0.078 1.525 2.308 -0.29 0.49 3.88 -0.058
O 0.002 1.630 3.454 0.34 -0.48 -3.95 0.139
C 0.130 3.165 -1.314 -0.23 2.10 -1.35 -0.033
O 0.054 4.042 -2.030 0.22 -2.08 1.48 0.204
C -1.481 0.625 -0.499 -4.99 -0.89 0.24 -0.062
O -2.605 0.363 -0.511 4.05 0.65 -0.19 0.140
C 1.803 0.685 -0.433 6.02 -1.39 -0.21 -0.048
O 2.921 0.369 -0.527 -5.05 1.15 0.23 0.136
C 0.249 -2.193 -2.086 0.13 0.85 0.61 -0.076
H 1.172 -2.456 -1.595 0.45 -0.32 -0.39 0.042
H -0.606 -2.489 -1.502 -0.57 -0.48 -0.51 0.035
C 0.205 -1.275 -3.049 -0.05 1.07 1.89 -0.059
H -0.699 -0.732 -3.254 -0.65 -0.49 -0.66 0.046
H 1.063 -0.648 -3.220 0.69 -0.53 -0.89 0.046
C -1.639 -0.823 5.012 0.32 0.42 0.40 -0.088
N -1.773 -1.590 3.770 0.41 0.17 -0.91 -0.302
C -3.024 -1.178 3.066 -0.07 -0.05 -0.12 -0.079
P -0.543 -2.043 2.702 -1.41 3.05 0.82 0.551
O -0.674 -1.457 1.340 0.17 -0.91 0.52 -0.276
N 0.964 -1.644 3.298 -0.76 -0.98 -0.34 -0.225
C 2.065 -1.879 2.375 0.53 0.19 -0.55 -0.078
C 1.349 -1.506 4.687 0.29 0.20 0.74 -0.060
N -0.706 -3.701 2.715 -0.88 -0.78 -1.10 -0.152
C -1.871 -4.330 3.328 0.18 -0.39 1.08 -0.028
C -0.126 -4.455 1.620 0.62 -0.95 -0.12 -0.032
H -2.652 -0.598 5.390 0.54 -0.19 -0.18 0.105
H -1.130 0.141 4.821 -0.29 -0.45 0.39 0.066
H -1.113 -1.385 5.793 -0.12 0.20 -0.24 0.086
H -2.912 -0.150 2.674 -0.20 -0.45 0.04 0.089
H -3.268 -1.867 2.241 0.12 0.38 0.30 0.088
H -3.856 -1.187 3.800 0.54 -0.11 -0.48 0.107
H 1.753 -1.694 1.343 -0.02 -0.14 0.24 0.065
H 2.871 -1.178 2.615 -0.08 -0.14 -0.02 0.111
H 2.468 -2.900 2.459 -0.04 0.21 0.09 0.109
H 2.432 -1.582 4.728 0.00 -0.08 0.16 0.102
H 0.926 -2.279 5.336 0.02 0.15 -0.14 0.105
H 1.078 -0.513 5.064 -0.03 -0.23 0.00 0.092
H -2.736 -4.352 2.649 0.28 0.16 -0.13 0.130
H -1.628 -5.357 3.602 0.06 0.00 -0.19 0.112
H -2.153 -3.780 4.228 -0.01 -0.11 -0.26 0.097
H -0.636 -4.257 0.666 0.01 0.19 0.25 0.119
H 0.941 -4.241 1.498 -0.22 0.15 -0.02 0.093
H -0.225 -5.527 1.835 0.02 0.31 -0.03 0.115
```
Forces are in eV/Å.

As for the electronic energy: -1479.4757 a.u. The value obtained for the gap between HOMO and LUMO (alpha / beta) is 0.316 / 0.188 Ha. The value obtained for the LUMO energy (alpha / beta) is -6.754 / -10.257 eV. As for the charge: +2. The multiplicity is 3. Its relative energy (zero: lowest compared OMol25 entry of this formula, charge and spin) is 0.000 eV. As for the HOMO energy (alpha / beta): -15.4 / -15.4 eV.

***

Look up the relative energy (zero: lowest compared OMol25 entry of this formula, charge and spin) of the fourth one. 0.000 eV